{
  "formula": "C14H44AsF6N4O8",
  "method": "ωB97M-V/def2-TZVPD",
  "e_homo_ev": -6.99,
  "total_energy_ev": -114722.9012,
  "total_charge": -1,
  "elements": ["As", "F", "F", "F", "F", "F", "F", "C", "O", "H", "H", "H", "H", "C", "O", "H", "H", "H", "H", "C", "O", "H", "H", "H", "H", "C", "O", "N", "N", "H", "H", "H", "H", "C", "O", "N", "N", "H", "H", "H", "H", "C", "C", "C", "O", "H", "H", "H", "H", "H", "H", "H", "H", "C", "C", "C", "O", "H", "H", "H", "H", "H", "H", "H", "H", "C", "C", "C", "O", "H", "H", "H", "H", "H", "H", "H", "H"],
  "coordinates": [[0.26462, -0.12684, -0.16276], [-1.29849, 0.57791, -0.54617], [-0.34161, -1.69288, -0.57229], [1.82264, -0.76664, 0.26718], [0.77398, 1.47858, 0.22979], [-0.23422, -0.33045, 1.48123], [0.78739, 0.05421, -1.78599], [0.55749, 5.04455, -0.63640], [1.67060, 5.11085, -1.52944], [0.35184, 6.05407, -0.26341], [-0.29196, 4.63468, -1.17611], [0.72165, 4.43360, 0.25504], [2.12488, 5.93856, -1.36511], [0.14157, -2.13822, -4.28415], [0.75319, -1.15328, -5.11996], [0.86370, -2.44837, -3.52112], [-0.68361, -1.67041, -3.75700], [-0.13528, -3.02491, -4.85652], [1.01707, -1.57165, -5.94118], [4.78970, -0.47220, -0.72138], [5.22631, 0.32002, -1.82958], [4.17082, -1.31909, -1.01101], [5.62745, -0.80144, -0.10742], [4.13317, 0.19529, -0.16016], [6.17394, 0.19862, -1.90926], [1.91027, -5.46188, -1.48085], [3.05586, -5.05403, -1.62975], [1.56744, -6.77710, -1.67474], [0.87730, -4.65588, -1.04793], [0.61867, -7.00771, -1.90310], [2.30707, -7.38073, -1.98254], [1.09377, -3.67132, -1.01743], [-0.04990, -4.91174, -1.34093], [3.15183, -3.68050, 1.99952], [3.23098, -4.86089, 2.32770], [3.13724, -3.25152, 0.70300], [3.09385, -2.66032, 2.92640], [2.95383, -2.28212, 0.50092], [3.26165, -3.91444, -0.04691], [3.26331, -1.70785, 2.65285], [3.19206, -2.87494, 3.89921], [1.31802, 1.34445, 4.10309], [0.39772, 2.44297, 4.66276], [-0.87941, 1.81757, 5.23133], [1.06042, 3.21588, 5.64825], [1.02354, 1.06458, 3.08984], [1.32059, 0.49314, 4.78565], [2.32784, 1.74129, 3.95925], [0.15696, 3.07999, 3.81131], [-1.18594, 0.94758, 4.64917], [-1.68108, 2.55464, 5.25450], [-0.67072, 1.45277, 6.24003], [1.49098, 2.62682, 6.27391], [-2.79974, 1.97097, 2.06791], [-3.87057, 0.93847, 2.38729], [-5.01501, 0.97946, 1.38646], [-3.29575, -0.35677, 2.47822], [-3.18941, 2.99009, 2.08154], [-2.45852, 1.79688, 1.04214], [-1.93179, 1.84161, 2.70761], [-4.24059, 1.14886, 3.39863], [-5.77972, 0.24692, 1.63941], [-4.61813, 0.72686, 0.39935], [-5.42292, 1.99029, 1.34815], [-2.59245, -0.45574, 1.82455], [-2.80193, 0.16651, -3.95499], [-2.62124, 1.57135, -3.40152], [-3.24921, 2.60135, -4.28775], [-3.24512, 1.70467, -2.12399], [-2.71645, -0.61689, -3.20022], [-2.09309, -0.04510, -4.75615], [-3.83664, 0.07394, -4.30896], [-1.55169, 1.76430, -3.24351], [-2.78952, 2.66224, -5.27754], [-3.19991, 3.60540, -3.86925], [-4.29612, 2.31797, -4.43405], [-2.71548, 1.22311, -1.47470]],
  "atomic_forces_ev_per_a": [[-0.0753, 0.7623, 0.0165], [-0.1106, -0.3831, -0.0384], [-0.0400, -0.3708, 0.1065], [0.1029, -0.0191, 0.0341], [0.3377, 0.0592, 0.0347], [-0.3141, -0.2182, 0.1665], [0.0301, 0.1195, -0.2705], [0.1357, 0.4867, 0.1991], [-0.0637, -0.1956, 0.1532], [-0.4138, -0.0898, -0.1383], [-0.0918, 0.0839, 0.0037], [0.3351, -0.2456, -0.2386], [0.0943, -0.0738, 0.0120], [0.8940, 0.1495, 0.2547], [-0.2645, -0.0056, -0.1442], [-0.0537, -0.0540, -0.0135], [-0.2232, -0.1696, -0.1549], [-0.3734, 0.0625, 0.0558], [0.0703, 0.0040, 0.0314], [-0.4677, 0.8650, 0.0870], [0.2830, -0.3743, -0.0654], [0.2626, -0.1232, -0.3664], [-0.0560, -0.0780, 0.0756], [0.0930, -0.2317, 0.3443], [-0.0119, -0.0033, -0.1760], [-0.1995, 0.4789, 0.0410], [-0.1597, -0.2434, 0.2464], [0.0443, 0.1513, 0.0069], [0.5153, -0.4500, -0.5054], [0.0158, -0.1964, 0.0834], [-0.0530, 0.0084, -0.1724], [-0.2344, 0.0588, 0.0313], [-0.1125, 0.1991, 0.2345], [0.2861, -0.2716, -0.1884], [-0.0826, 0.3993, -0.0279], [0.1722, 0.1077, 0.6260], [-0.0790, 0.2288, -0.0861], [-0.1018, -0.2075, -0.0854], [0.0275, -0.0682, -0.0055], [-0.1246, -0.0537, -0.0622], [0.0120, -0.2638, -0.0327], [0.1343, 0.6572, -0.1681], [0.1477, -1.3080, -0.4598], [0.2523, 0.0771, -0.1388], [0.0156, 0.6859, -0.0124], [-0.3602, -0.3652, 0.2522], [0.1588, -0.1815, -0.1794], [0.0201, -0.0181, 0.3496], [-0.0071, 0.4435, 0.3080], [-0.1248, 0.1258, -0.1328], [-0.1074, -0.1092, 0.1781], [-0.0628, 0.0985, 0.0645], [-0.0577, -0.1534, -0.0559], [-0.0767, -0.2267, -0.8245], [0.2661, 0.2904, 0.3867], [0.4470, -0.0865, -0.0227], [-0.1040, -0.2696, 0.0566], [0.0455, 0.0058, 0.2866], [0.0702, 0.0503, 0.0696], [-0.0473, 0.2030, 0.1739], [-0.1649, -0.1040, -0.0775], [-0.1040, 0.0888, 0.0591], [-0.0939, 0.0844, -0.0419], [-0.2047, -0.0663, -0.0514], [0.0447, 0.1298, -0.0248], [-0.5622, -0.1714, -0.0606], [0.7022, -0.3060, 0.9640], [-0.2815, 0.3302, -0.6227], [-0.4561, 0.0328, -0.0344], [0.3538, 0.2253, 0.2022], [-0.0974, 0.0298, -0.1067], [0.1557, -0.0205, -0.2475], [-0.0145, 0.0371, -0.2874], [0.1014, -0.2421, 0.0494], [-0.0266, -0.0647, 0.2234], [-0.0251, 0.2153, 0.0337], [0.0585, 0.0476, -0.1810]],
  "mulliken_charge": [2.223, -0.632, -0.501, -0.559, -0.559, -0.454, -0.463, -0.319, -0.506, 0.326, 0.117, 0.103, 0.291, -0.182, -0.523, 0.110, -0.075, 0.394, 0.280, -0.291, -0.536, 0.090, 0.352, 0.074, 0.302, 0.606, -0.723, -0.426, -0.312, 0.185, 0.252, 0.071, 0.268, 0.481, -0.720, -0.118, -0.285, 0.116, 0.163, 0.161, 0.214, -1.049, 0.453, -1.296, -0.591, 0.084, 0.385, 0.374, 0.300, 0.327, 0.263, 0.435, 0.346, -0.705, 0.613, -1.200, -0.617, 0.521, -0.071, -0.034, 0.277, 0.336, 0.153, 0.339, 0.321, -1.329, 0.963, -1.601, -0.613, 0.315, 0.306, 0.361, 0.180, 0.378, 0.360, 0.348, 0.373]
}